1.
The following is a quantum chemistry calculation of a 3-piece molecular cluster, C48H73F3N3O2PS2 overall at a distorted geometry, from the OMol25 dataset.

total energy: -3624.31482 a.u.
<S²>: 2.009
molecular weight: 876.23 Da
2S+1: 3
net charge: 0
LUMO energy: -0.44 eV
frontier orbital gap: 7.3 eV
HOMO: -7.7773 eV

Positions of all 132 atoms, in Å:
1 C -5.98 3.08 2.97
2 C -6.04 2.29 2.04
3 C -6.06 1.67 0.63
4 C -7.39 1.73 -0.10
5 C -8.59 2.43 0.61
6 C -8.65 3.91 0.50
7 C -7.58 1.17 -1.49
8 C -8.94 1.26 -2.27
9 F -8.89 0.37 -3.35
10 F -10.05 0.95 -1.49
11 F -9.18 2.56 -2.76
12 C -6.36 0.50 -2.10
13 C -5.03 0.44 -1.37
14 C -4.82 1.03 -0.01
15 N -3.59 1.09 0.77
16 P -2.94 2.74 0.91
17 S -2.62 3.20 2.79
18 C -2.49 0.26 0.30
19 C -1.29 0.15 1.25
20 C -0.06 -0.63 0.89
21 C 0.09 -1.36 -0.43
22 C 1.42 -2.13 -0.77
23 C 2.43 -1.29 -1.74
24 C 1.71 -0.11 -2.53
25 C 2.63 0.62 -3.60
26 C 2.21 2.15 -3.79
27 C 0.66 2.39 -4.03
28 C 0.14 2.06 -5.50
29 C -0.24 0.54 -5.75
30 C -1.79 0.22 -5.45
31 C -2.36 -0.88 -6.46
32 C -3.92 -0.81 -6.72
33 C -4.79 -1.80 -5.82
34 C -6.37 -1.65 -6.08
35 C -1.10 -1.26 -1.36
36 C -2.35 -0.47 -1.00
37 S -3.67 -0.39 -2.25
38 H -5.94 3.76 3.86
39 H -9.44 1.92 1.14
40 H -7.92 4.56 1.06
41 H -9.47 4.42 -0.10
42 H -6.47 0.07 -3.15
43 H -3.91 3.60 0.31
44 H -1.68 2.72 0.26
45 H -1.34 0.69 2.24
46 H 0.77 -0.61 1.67
47 H 1.99 -2.22 0.21
48 H 1.28 -3.16 -1.20
49 H 2.81 -2.02 -2.52
50 H 3.33 -0.94 -1.16
51 H 1.35 0.66 -1.79
52 H 0.85 -0.58 -3.11
53 H 3.74 0.62 -3.33
54 H 2.56 0.10 -4.61
55 H 2.48 2.69 -2.82
56 H 2.86 2.62 -4.61
57 H 0.49 3.51 -3.86
58 H -0.01 1.88 -3.27
59 H -0.79 2.67 -5.69
60 H 0.93 2.41 -6.24
61 H 0.40 -0.20 -5.18
62 H -0.04 0.34 -6.86
63 H -1.83 -0.22 -4.40
64 H -2.39 1.18 -5.42
65 H -2.07 -1.93 -6.12
66 H -1.84 -0.69 -7.46
67 H -4.34 0.25 -6.69
68 H -4.08 -1.15 -7.80
69 H -4.54 -2.89 -6.06
70 H -4.63 -1.54 -4.73
71 H -6.68 -2.03 -7.10
72 H -6.73 -0.60 -5.87
73 H -6.88 -2.32 -5.30
74 H -1.03 -1.80 -2.34
75 C 3.59 -7.81 1.32
76 C 3.70 -6.48 0.53
77 C 4.94 -6.53 -0.39
78 C 6.26 -6.38 0.37
79 C 6.24 -5.14 1.25
80 C 5.02 -5.08 2.19
81 N 3.73 -5.33 1.48
82 O 3.42 -4.22 0.79
83 C 5.19 -6.09 3.34
84 C 5.03 -3.71 2.91
85 C 2.44 -6.48 -0.36
86 H 3.09 -8.59 0.73
87 H 4.56 -8.24 1.59
88 H 3.00 -7.69 2.23
89 H 4.88 -5.73 -1.13
90 H 4.96 -7.47 -0.95
91 H 6.47 -7.27 0.97
92 H 7.08 -6.30 -0.35
93 H 7.17 -5.10 1.84
94 H 6.26 -4.25 0.61
95 H 4.30 -6.14 3.96
96 H 6.02 -5.80 4.00
97 H 5.44 -7.10 3.01
98 H 5.04 -2.87 2.22
99 H 5.93 -3.60 3.53
100 H 4.17 -3.60 3.57
101 H 1.53 -6.45 0.24
102 H 2.40 -7.38 -0.98
103 H 2.42 -5.63 -1.06
104 C 1.75 5.43 6.86
105 C 2.77 4.45 6.22
106 C 3.85 5.25 5.46
107 C 3.35 5.84 4.15
108 C 2.70 4.77 3.28
109 C 1.61 3.97 4.01
110 N 2.05 3.48 5.35
111 O 2.86 2.43 5.15
112 C 0.34 4.84 4.16
113 C 1.15 2.82 3.08
114 C 3.43 3.77 7.44
115 H 2.11 5.81 7.82
116 H 1.57 6.32 6.25
117 H 0.79 4.94 7.06
118 H 4.70 4.60 5.25
119 H 4.23 6.05 6.10
120 H 2.65 6.66 4.34
121 H 4.19 6.29 3.61
122 H 2.29 5.24 2.38
123 H 3.49 4.09 2.93
124 H -0.42 4.34 4.77
125 H -0.12 5.04 3.18
126 H 0.53 5.82 4.59
127 H 1.98 2.18 2.77
128 H 0.71 3.22 2.16
129 H 0.39 2.20 3.56
130 H 2.70 3.19 8.01
131 H 3.87 4.51 8.11
132 H 4.25 3.10 7.15

2.
The following is a quantum chemistry calculation of C48H73F5GeKO5SSeTe as an isolated structure at a distorted geometry, from the OMol25 dataset.

total energy: -8492.96126 a.u.
energy above the lowest of the compared OMol25 structures with the same formula, charge and spin: 0.00 kJ/mol
<S²>: 0.793
molecular weight: 1175.43 Da
2S+1: 2
net charge: -2
LUMO energy (spin up / spin down): 3.46 / 2.45 eV
frontier orbital gap (spin up / spin down): 5.5 / 4.5 eV
HOMO (spin up / spin down): -2.0244 / -2.0245 eV

Positions of all 136 atoms, in Å:
1 K -1.12 0.79 1.61
2 C -3.27 2.19 -2.48
3 C -4.15 2.13 -1.24
4 C -5.53 1.57 -1.62
5 C -4.31 3.53 -0.65
6 O -3.47 1.30 -0.33
7 Ge -4.30 0.52 1.13
8 O -3.01 -0.86 1.22
9 C -3.37 -2.23 1.33
10 C -4.61 -2.44 2.20
11 C -3.63 -2.81 -0.06
12 C -2.18 -2.94 1.98
13 O -3.35 1.60 2.36
14 C -3.74 1.77 3.72
15 C -3.08 0.69 4.57
16 C -5.26 1.72 3.89
17 C -3.25 3.14 4.18
18 H -3.69 2.86 -3.23
19 H -3.16 1.19 -2.92
20 H -2.27 2.55 -2.21
21 H -5.95 2.14 -2.46
22 H -6.23 1.62 -0.79
23 H -5.44 0.52 -1.92
24 H -4.79 4.20 -1.36
25 H -3.33 3.94 -0.39
26 H -4.91 3.49 0.26
27 H -5.52 -2.07 1.72
28 H -4.50 -1.91 3.15
29 H -4.74 -3.51 2.42
30 H -4.47 -2.29 -0.53
31 H -3.87 -3.88 0.01
32 H -2.75 -2.69 -0.69
33 H -1.99 -2.51 2.97
34 H -1.28 -2.82 1.37
35 H -2.39 -4.01 2.09
36 H -3.37 -0.30 4.22
37 H -3.37 0.79 5.62
38 H -1.99 0.78 4.52
39 H -5.66 0.72 3.69
40 H -5.74 2.41 3.19
41 H -5.53 2.01 4.91
42 H -2.17 3.23 4.06
43 H -3.48 3.29 5.24
44 H -3.75 3.92 3.60
45 C 0.08 -1.16 -6.49
46 C 1.24 -0.23 -6.15
47 C 1.17 0.99 -7.08
48 C 2.55 -0.98 -6.39
49 C 1.18 0.25 -4.70
50 C 0.19 -0.16 -3.81
51 C 0.17 0.29 -2.51
52 Se -1.05 -0.40 -1.19
53 C 0.19 -1.82 -0.79
54 C 0.35 -2.90 -1.65
55 C 1.25 -3.91 -1.36
56 C 1.95 -3.78 -0.15
57 C 1.83 -2.73 0.74
58 C 0.87 -1.69 0.46
59 O 0.60 -0.71 1.22
60 C 2.72 -2.76 2.00
61 C 2.37 -4.00 2.83
62 C 2.60 -1.53 2.91
63 C 4.20 -2.85 1.57
64 C 1.47 -5.13 -2.25
65 C 2.94 -5.19 -2.70
66 C 1.14 -6.42 -1.48
67 C 0.59 -5.09 -3.50
68 C 1.14 1.31 -2.08
69 O 0.95 1.93 -1.04
70 C 2.28 1.62 -2.97
71 C 2.21 1.12 -4.24
72 C 3.45 2.51 -2.55
73 C 3.74 2.51 -1.04
74 C 4.73 2.04 -3.24
75 C 3.14 3.95 -2.99
76 H 0.15 -1.46 -7.53
77 H -0.89 -0.68 -6.34
78 H 0.10 -2.07 -5.88
79 H 1.20 0.66 -8.13
80 H 2.00 1.68 -6.92
81 H 0.24 1.55 -6.92
82 H 2.60 -1.33 -7.42
83 H 2.63 -1.84 -5.72
84 H 3.42 -0.34 -6.21
85 H -0.58 -0.86 -4.11
86 H -0.24 -2.92 -2.56
87 H 2.67 -4.56 0.10
88 H 1.32 -3.96 3.14
89 H 2.99 -4.04 3.73
90 H 2.52 -4.93 2.27
91 H 1.60 -1.44 3.33
92 H 2.80 -0.60 2.38
93 H 3.32 -1.64 3.73
94 H 4.40 -3.74 0.98
95 H 4.84 -2.87 2.46
96 H 4.47 -1.98 0.97
97 H 3.61 -5.24 -1.85
98 H 3.19 -4.29 -3.27
99 H 3.12 -6.06 -3.34
100 H 1.77 -6.52 -0.59
101 H 1.31 -7.30 -2.11
102 H 0.10 -6.41 -1.15
103 H 0.79 -4.21 -4.10
104 H -0.47 -5.08 -3.23
105 H 0.78 -5.98 -4.11
106 H 3.00 1.38 -4.93
107 H 3.92 1.49 -0.67
108 H 2.93 2.93 -0.45
109 H 4.65 3.10 -0.86
110 H 4.92 0.98 -3.04
111 H 5.57 2.62 -2.87
112 H 4.70 2.17 -4.33
113 H 2.24 4.32 -2.49
114 H 2.98 4.01 -4.07
115 H 3.97 4.61 -2.72
116 C -1.79 5.29 1.74
117 Te -0.45 4.03 0.68
118 C 1.08 5.51 0.63
119 H -1.95 6.20 1.18
120 H -1.38 5.49 2.73
121 H -2.72 4.74 1.84
122 H 0.79 6.27 1.36
123 H 1.17 5.95 -0.36
124 H 2.03 5.07 0.94
125 F 3.23 1.14 9.55
126 C 2.64 1.55 8.40
127 C 1.28 1.72 8.33
128 F 0.52 1.47 9.42
129 C 0.69 2.14 7.15
130 F -0.65 2.28 7.17
131 C 1.41 2.44 5.98
132 S 0.67 3.02 4.52
133 C 2.79 2.24 6.11
134 F 3.61 2.47 5.07
135 C 3.40 1.81 7.28
136 F 4.74 1.65 7.34

3.
The following is a quantum chemistry calculation of C48H73InP2S2SbSiTe as an isolated structure at a distorted geometry, from the OMol25 dataset.

total energy: -4339.75316 a.u.
<S²>: 1.019
molecular weight: 1168.46 Da
2S+1: 2
net charge: 0
LUMO energy (spin up / spin down): -0.96 / -0.67 eV
frontier orbital gap (spin up / spin down): 4.8 / 5.5 eV
HOMO (spin up / spin down): -5.7515 / -6.1937 eV

Positions of all 129 atoms, in Å:
1 In -1.05 -0.84 -0.57
2 C -2.70 2.14 3.40
3 Si -1.47 1.00 2.61
4 C -1.02 -0.31 3.91
5 C -1.50 -0.13 5.22
6 C -1.22 -1.04 6.23
7 C -0.45 -2.16 5.96
8 C 0.05 -2.36 4.67
9 C -0.22 -1.44 3.66
10 P 0.39 -1.67 1.96
11 C 0.09 -3.47 1.68
12 C -1.43 -3.75 1.79
13 C -1.85 -4.96 0.93
14 C -0.74 -6.01 0.93
15 C 0.53 -5.47 0.23
16 C 0.62 -3.94 0.32
17 C 2.25 -1.57 2.02
18 C 2.70 -0.18 2.48
19 C 4.21 0.00 2.34
20 C 4.95 -1.09 3.12
21 C 4.50 -2.48 2.66
22 C 2.99 -2.65 2.81
23 C 0.12 2.02 2.38
24 C 0.70 2.33 3.63
25 C 1.87 3.07 3.74
26 C 2.49 3.53 2.59
27 C 1.94 3.25 1.35
28 C 0.76 2.51 1.21
29 P 0.10 2.10 -0.47
30 C -0.68 3.72 -0.93
31 C -1.73 4.15 0.12
32 C -2.59 5.33 -0.39
33 C -1.85 6.18 -1.43
34 C -0.37 6.26 -1.08
35 C 0.31 4.88 -1.18
36 C 1.59 2.05 -1.55
37 C 2.51 0.87 -1.16
38 C 3.48 0.48 -2.29
39 C 3.72 1.65 -3.25
40 C 2.41 2.04 -3.95
41 C 1.18 1.92 -3.02
42 H -2.25 2.65 4.26
43 H -3.60 1.61 3.74
44 H -3.02 2.90 2.68
45 H -2.12 0.73 5.45
46 H -1.61 -0.87 7.23
47 H -0.24 -2.88 6.74
48 H 0.64 -3.24 4.47
49 H 0.62 -4.03 2.45
50 H -2.01 -2.87 1.48
51 H -1.69 -3.93 2.83
52 H -2.05 -4.65 -0.10
53 H -2.78 -5.38 1.31
54 H -1.08 -6.93 0.44
55 H -0.51 -6.28 1.97
56 H 0.53 -5.76 -0.83
57 H 1.42 -5.92 0.67
58 H 0.03 -3.49 -0.49
59 H 1.65 -3.62 0.15
60 H 2.53 -1.67 0.96
61 H 2.41 -0.03 3.53
62 H 2.18 0.59 1.91
63 H 4.51 0.99 2.70
64 H 4.49 -0.06 1.28
65 H 4.73 -0.98 4.19
66 H 6.03 -0.99 3.00
67 H 5.03 -3.26 3.23
68 H 4.77 -2.62 1.61
69 H 2.72 -2.57 3.87
70 H 2.70 -3.65 2.47
71 H 0.24 1.95 4.54
72 H 2.29 3.28 4.72
73 H 3.41 4.10 2.66
74 H 2.47 3.60 0.47
75 H -1.21 3.50 -1.86
76 H -1.20 4.44 1.03
77 H -2.37 3.30 0.38
78 H -2.86 5.96 0.46
79 H -3.52 4.96 -0.81
80 H -2.29 7.18 -1.48
81 H -1.96 5.74 -2.43
82 H -0.28 6.65 -0.05
83 H 0.15 6.97 -1.73
84 H 1.12 4.84 -0.44
85 H 0.76 4.76 -2.17
86 H 2.15 2.99 -1.44
87 H 1.88 0.00 -0.91
88 H 3.06 1.12 -0.25
89 H 3.07 -0.36 -2.86
90 H 4.43 0.14 -1.86
91 H 4.47 1.38 -3.99
92 H 4.12 2.50 -2.69
93 H 2.26 1.39 -4.82
94 H 2.49 3.06 -4.33
95 H 0.70 0.95 -3.16
96 H 0.44 2.68 -3.29
97 S -3.83 0.42 0.80
98 C -2.24 0.26 1.06
99 C -2.27 0.33 -5.72
100 C -3.53 0.62 -4.88
101 Sb -3.33 0.22 -2.77
102 C -4.27 -1.73 -2.78
103 C -3.47 -2.94 -3.28
104 C -5.21 1.13 -2.28
105 C -5.09 2.63 -2.03
106 H -2.45 0.54 -6.78
107 H -1.96 -0.71 -5.64
108 H -1.43 0.95 -5.40
109 H -4.38 0.03 -5.23
110 H -3.81 1.68 -4.95
111 H -5.17 -1.59 -3.38
112 H -4.59 -1.88 -1.74
113 H -3.05 -2.78 -4.28
114 H -4.10 -3.83 -3.32
115 H -2.62 -3.17 -2.62
116 H -5.58 0.61 -1.40
117 H -5.89 0.91 -3.11
118 H -4.38 2.82 -1.21
119 H -6.04 3.08 -1.74
120 H -4.72 3.18 -2.91
121 Te 0.33 -1.48 -3.18
122 C 1.61 -3.09 -2.80
123 C 1.33 -4.43 -2.87
124 C 2.47 -5.25 -2.59
125 C 3.59 -4.52 -2.32
126 S 3.26 -2.85 -2.39
127 H 0.35 -4.81 -3.12
128 H 2.45 -6.34 -2.60
129 H 4.58 -4.88 -2.08